(1)
C4H5N | wB97M-V/def2-TZVPD

Structure (XYZ):
```
10
Properties=species:S:1:pos:R:3
C -0.140 -0.796 0.001
C -0.996 0.451 -0.008
N 1.947 0.561 0.000
C -0.629 1.673 0.004
H -0.626 2.726 0.009
C 1.358 -0.506 -0.003
H -2.050 0.159 -0.025
H -0.375 -1.387 0.894
H -0.382 -1.414 -0.870
H 1.894 -1.469 -0.002
```

Properties
- LUMO (spin up / spin down) (eV) = -0.1 / 0.4
- energy above the lowest of the compared OMol25 structures with the same formula, charge and spin (kcal per mole) = 106.8
- E_HOMO (spin up / spin down) (eV) = -8.25 / -9.27
- Kohn-Sham gap (spin up / spin down) (eV) = 8.190 / 9.684

Formally, the natural (NBO) partial charges of the atoms, in units of the elementary charge, are as follows: atom 1 (C): -0.469, atom 2 (C): -0.313, atom 3 (N): -0.223, atom 4 (C): -0.062, atom 5 (H): 0.215, atom 6 (C): -0.029, atom 7 (H): 0.219, atom 8 (H): 0.234, atom 9 (H): 0.233, atom 10 (H): 0.195



(2)
C25H100N50O25 | wB97M-V/def2-TZVPD

Structure (XYZ):
```
200
Properties=species:S:1:pos:R:3
N 2.539 -3.110 2.427
H -9.867 0.246 -1.233
H -3.354 6.129 0.824
C -1.248 -4.795 4.278
N 2.817 -1.474 -5.709
H 1.316 -6.986 0.247
N 1.119 2.451 2.510
H 4.271 -4.341 3.940
O -2.264 -0.370 -6.168
H -3.473 -6.794 -2.744
N 2.991 -2.815 -1.732
N 0.579 3.847 -0.936
H 0.172 -3.564 7.140
O 4.159 -3.768 0.829
N -1.589 2.697 -2.893
H -5.229 -4.830 2.802
H -0.751 -6.486 3.056
H 2.182 -2.835 -2.359
H 3.004 -0.184 -7.825
O 2.678 -2.771 5.445
N -1.714 -1.652 -3.423
H 1.305 -5.272 6.867
N 3.226 1.323 -4.072
H -2.270 2.767 -6.462
H 5.935 0.884 -1.892
H -2.617 5.589 -3.922
N 4.827 4.784 -2.039
N -0.371 -2.625 -5.043
O -0.346 1.294 0.339
H 3.935 -0.543 3.342
N -3.861 -5.877 -2.699
H -4.766 2.762 0.506
N -0.526 7.567 3.138
O 8.498 1.314 -2.537
O -4.200 -2.560 0.868
H 0.145 2.946 -0.838
H 0.084 0.758 -5.382
O -2.881 0.368 -1.343
N 7.843 -0.233 -4.221
H -2.301 -2.295 5.768
O -1.350 -4.473 5.432
N 1.779 2.961 -4.804
H -3.448 1.606 -7.078
O 4.353 -1.692 -3.273
C 1.958 1.826 -3.975
H 4.734 2.221 1.235
C 0.753 7.428 2.655
H -1.979 -1.188 -2.585
H 0.255 -0.254 4.211
H 0.414 6.738 0.707
N -2.712 5.488 1.228
H 2.072 2.646 2.084
H 4.112 -0.077 1.778
H -2.632 5.437 2.234
H 2.175 1.813 -0.910
H 5.825 -1.393 -1.029
C 3.672 -3.787 2.038
H 7.848 3.406 -1.895
C 7.627 0.536 -2.971
H -3.513 1.179 -3.777
H -2.079 2.832 -2.017
H -9.875 -1.174 -0.227
H 5.245 -4.962 2.728
H 2.495 4.075 3.617
H -0.609 2.255 -5.776
N 1.992 -4.909 6.215
N -3.805 0.577 1.286
H -1.709 -0.595 1.575
N -4.615 -4.443 2.091
H -5.334 -1.388 2.877
C 4.106 -2.056 -2.067
C -1.670 3.761 -3.847
C -5.078 1.099 1.689
O 5.483 2.764 -1.008
H -1.143 -4.280 2.400
O 3.975 1.896 4.285
H 2.711 3.307 -5.066
H 2.714 1.468 6.084
C -3.392 -5.229 -1.552
O -3.006 4.289 -0.631
N 4.236 0.237 2.749
H 2.284 0.648 7.568
N -3.264 -3.827 -1.434
N -0.507 -5.887 3.845
O 0.569 -3.969 0.862
H 3.864 4.872 -1.785
H -1.666 1.117 4.642
H -0.587 7.772 4.125
C 0.725 -4.955 0.151
H 0.892 3.462 -5.012
H -0.230 -6.518 4.605
H -0.015 4.618 -0.811
H -2.194 -3.304 3.382
H -1.441 -0.878 6.035
O 1.192 1.360 -3.157
H -5.001 -0.971 -0.577
H 0.202 -1.514 -0.922
H 4.898 3.309 2.627
C -4.852 -3.070 1.791
H 8.827 -0.573 -4.175
O 0.234 -2.695 -2.818
H 7.155 -1.020 -4.157
H -5.054 0.671 -3.834
H -1.802 3.615 2.196
N 2.103 0.844 6.616
N -0.638 1.258 -5.869
C 5.820 3.841 -1.600
H 3.018 -3.359 -0.905
N -0.941 -0.875 0.985
N 4.317 -4.640 2.980
C -8.772 0.453 0.426
H 0.287 -3.281 -5.448
H -6.133 -2.705 3.458
H -7.553 0.376 2.086
O -3.175 -5.918 -0.563
C 2.404 -1.899 -6.872
H 0.635 -0.058 -1.675
N -4.955 -0.654 -1.556
H 3.491 2.740 -0.485
C 1.143 0.156 5.957
N 1.547 4.190 3.957
H 1.383 4.833 4.752
N 2.859 -1.193 -7.941
H -2.392 -1.642 -4.195
H 0.783 -1.982 6.856
H 1.962 6.857 1.233
C -2.546 4.378 0.547
N 0.971 -2.971 6.992
H -0.858 1.979 -2.874
H 2.175 -3.397 3.324
H 5.288 5.621 -2.276
O -3.062 -1.440 3.351
H -5.835 -0.642 -2.087
H -3.603 0.621 0.262
H -3.345 -3.420 -0.460
N -2.715 4.673 -3.575
H -3.844 -3.320 -2.126
H 5.814 -0.302 -3.145
H 1.695 0.747 4.088
C -2.437 -0.827 4.268
H -4.037 -5.444 -3.599
C 1.948 -3.499 6.139
O 0.242 -0.376 6.660
N -1.431 -3.873 3.278
H 3.161 -2.195 -5.097
H 7.254 4.560 -2.814
H -6.225 2.792 1.407
O 1.788 -2.912 -7.107
N 2.488 2.662 -0.457
O -5.659 0.629 2.636
N 7.201 4.179 -1.909
N 0.287 -5.164 -1.128
N -1.873 3.481 1.201
C 1.930 3.947 -0.636
O 2.476 5.004 -0.313
H 0.053 -4.329 -1.664
N 4.569 2.453 2.219
C 4.229 1.526 3.179
H -1.598 2.577 0.764
H 4.665 -2.360 -0.159
H 3.571 -0.806 -5.671
N 6.419 0.173 -2.455
H -3.074 4.577 -2.641
N -5.465 2.256 1.053
N -5.636 -2.347 2.650
H -0.975 -1.882 0.787
O -0.956 3.871 -4.870
H 3.801 1.834 -4.744
N 0.324 -0.523 -0.833
N -4.220 0.654 -3.293
O 1.667 7.374 3.410
H -0.925 -2.061 -5.654
H -1.130 8.271 2.737
H 1.954 -2.797 1.663
N 1.130 0.081 4.609
N 1.485 -6.048 0.636
H 0.469 2.071 1.827
C -0.548 -2.314 -3.686
H 2.318 -1.442 -8.753
N -2.655 1.845 -6.520
C -3.938 0.118 -2.019
H 0.792 -5.838 -1.705
N 4.906 -1.841 -0.977
C 0.627 3.316 3.550
H 2.518 -5.578 5.679
C -1.808 0.740 -6.179
C -0.363 0.040 0.149
N -2.252 -1.303 5.528
H -3.732 -0.287 1.711
N -8.347 -0.118 1.596
H 3.450 0.368 -3.783
H -4.526 -4.981 1.217
H 1.849 -6.027 1.607
H -2.244 0.826 3.107
N 1.034 7.332 1.251
N -9.593 -0.245 -0.416
N -1.920 0.408 3.950
O -0.522 3.346 4.011
O -8.364 1.615 0.115
H -8.296 -1.127 1.552
```

Properties
- LUMO (eV) = 0.2
- energy above the lowest of the compared OMol25 structures with the same formula, charge and spin (kcal per mole) = 78.1
- E_HOMO (eV) = -9.32
- Kohn-Sham gap (eV) = 9.536

These are the Löwdin partial charges, in e, on atoms 1 to 99: atom 1 (N): 0.191, atom 2 (H): 0.093, atom 3 (H): 0.106, atom 4 (C): -0.655, atom 5 (N): 0.171, atom 6 (H): 0.100, atom 7 (N): 0.153, atom 8 (H): 0.065, atom 9 (O): 0.027, atom 10 (H): 0.083, atom 11 (N): 0.180, atom 12 (N): 0.188, atom 13 (H): 0.070, atom 14 (O): -0.093, atom 15 (N): 0.175, atom 16 (H): 0.090, atom 17 (H): 0.097, atom 18 (H): 0.067, atom 19 (H): 0.104, atom 20 (O): -0.020, atom 21 (N): 0.189, atom 22 (H): 0.086, atom 23 (N): 0.158, atom 24 (H): 0.062, atom 25 (H): 0.083, atom 26 (H): 0.082, atom 27 (N): 0.167, atom 28 (N): 0.176, atom 29 (O): -0.090, atom 30 (H): 0.101, atom 31 (N): 0.138, atom 32 (H): 0.085, atom 33 (N): 0.136, atom 34 (O): -0.001, atom 35 (O): -0.036, atom 36 (H): 0.040, atom 37 (H): 0.090, atom 38 (O): -0.055, atom 39 (N): 0.089, atom 40 (H): 0.092, atom 41 (O): 0.022, atom 42 (N): 0.155, atom 43 (H): 0.084, atom 44 (O): -0.088, atom 45 (C): -0.638, atom 46 (H): 0.077, atom 47 (C): -0.673, atom 48 (H): 0.047, atom 49 (H): 0.086, atom 50 (H): 0.060, atom 51 (N): 0.175, atom 52 (H): 0.082, atom 53 (H): 0.105, atom 54 (H): 0.111, atom 55 (H): 0.078, atom 56 (H): 0.091, atom 57 (C): -0.522, atom 58 (H): 0.059, atom 59 (C): -0.578, atom 60 (H): 0.062, atom 61 (H): 0.049, atom 62 (H): 0.082, atom 63 (H): 0.097, atom 64 (H): 0.089, atom 65 (H): 0.040, atom 66 (N): 0.138, atom 67 (N): 0.164, atom 68 (H): 0.046, atom 69 (N): 0.157, atom 70 (H): 0.064, atom 71 (C): -0.548, atom 72 (C): -0.517, atom 73 (C): -0.600, atom 74 (O): -0.066, atom 75 (H): 0.072, atom 76 (O): 0.033, atom 77 (H): 0.095, atom 78 (H): 0.083, atom 79 (C): -0.636, atom 80 (O): -0.051, atom 81 (N): 0.172, atom 82 (H): 0.101, atom 83 (N): 0.137, atom 84 (N): 0.134, atom 85 (O): -0.017, atom 86 (H): 0.046, atom 87 (H): 0.107, atom 88 (H): 0.097, atom 89 (C): -0.617, atom 90 (H): 0.072, atom 91 (H): 0.095, atom 92 (H): 0.071, atom 93 (H): 0.016, atom 94 (H): 0.073, atom 95 (O): 0.000, atom 96 (H): 0.090, atom 97 (H): 0.067, atom 98 (H): 0.106, atom 99 (C): -0.593



(3)
C57H56F7NO2 | wB97M-V/def2-TZVPD

Structure (XYZ):
```
123
Properties=species:S:1:pos:R:3
C 5.785 0.147 -3.877
C 1.078 -2.515 -1.886
C -7.994 7.274 6.653
O -0.084 -1.961 -5.020
F -5.556 -0.699 -4.430
C 3.532 -0.953 1.040
C 7.827 -3.934 0.221
C 2.908 -0.085 -1.381
H -0.214 -3.610 -3.263
C -7.800 2.884 5.544
C 7.611 0.523 -2.346
C 8.116 -4.758 -0.853
C -7.930 1.167 3.862
C -6.017 -0.833 -0.355
H -5.892 -1.210 -1.422
H -6.421 -1.715 0.235
C 2.721 -1.153 -0.317
H -4.429 -3.030 -1.215
C 5.098 -1.014 0.648
C 8.268 0.162 5.782
C 9.654 0.251 5.861
H 0.352 0.651 -4.827
C 5.878 1.464 -4.311
F 7.821 0.015 2.193
C 0.670 -1.275 -4.359
H 6.918 3.334 -4.110
C -6.138 -2.335 -6.021
H -2.379 -2.882 -6.752
H 0.683 -4.296 2.523
H -4.084 -4.192 -7.978
C 6.650 -0.308 -2.898
H -7.304 0.821 5.887
H 5.160 -1.389 -0.425
C -3.217 -1.232 -1.823
C 10.421 0.260 4.701
H -8.074 -0.007 -0.442
H -8.356 4.862 4.917
C -2.441 -3.687 -1.935
C 8.372 -2.666 0.318
C 9.801 0.175 3.460
C 8.965 -4.300 -1.854
H -6.491 -3.838 -7.514
H -3.918 -1.138 -2.717
C 1.811 -2.324 -0.566
C 2.148 -0.254 -2.672
C 7.711 1.837 -2.789
C -7.026 0.408 -0.432
C -5.175 -1.604 -5.349
H -6.791 0.947 -1.407
O 2.662 1.751 -4.137
F -8.625 1.743 1.688
H -3.808 0.871 -1.370
C 6.842 2.307 -3.769
C -8.817 9.008 5.223
H -4.296 -1.197 1.003
C 1.132 -3.879 1.581
H 5.541 0.035 0.618
C 7.647 0.088 4.541
C -8.877 7.695 5.674
H 3.565 0.819 -1.191
H -2.493 0.143 -0.260
C -8.232 3.828 4.620
C -3.826 -1.787 -5.604
C -1.067 -3.912 -1.145
H 8.464 2.494 -2.370
C 1.630 -3.359 0.586
C -4.392 -3.462 -7.237
H 5.681 -1.712 1.324
H -6.815 1.105 0.432
H -7.582 3.185 6.563
H -8.836 4.167 2.576
C -7.049 8.134 7.186
H -9.510 9.351 4.463
C -3.358 -2.657 -1.105
F 7.003 -4.373 1.188
H -7.823 0.135 3.551
C -3.494 -0.043 -0.778
H 10.383 0.173 2.545
C 9.523 -3.029 -1.763
C -7.869 9.880 5.746
H -3.001 -4.671 -2.022
C -8.355 2.117 2.949
H -7.820 10.903 5.391
C 2.110 0.697 -3.928
C -6.983 9.443 6.725
H 5.199 1.832 -5.071
H 5.045 -0.526 -4.294
H -6.242 10.123 7.130
H 7.678 -5.748 -0.902
F 3.239 0.308 1.648
H 11.501 0.333 4.763
H -2.167 -1.164 -2.269
C -4.621 -0.380 0.292
C 8.422 0.092 3.395
H 10.189 -2.675 -2.543
H 9.667 -1.224 -0.605
H 6.569 0.027 4.460
C 9.229 -2.213 -0.677
H -0.929 -3.212 -0.264
H -4.786 0.553 0.907
C 1.271 -1.458 -2.919
H -7.186 -2.175 -5.798
H -1.076 -4.986 -0.759
H -2.283 -3.204 -2.954
F 6.555 -1.580 -2.474
C -8.507 3.444 3.312
H -3.093 -1.199 -5.065
H 7.672 0.151 6.687
H 10.139 0.313 6.829
N 1.166 0.012 -4.829
H -9.604 6.999 5.272
H 8.125 -2.040 1.167
H 9.192 -4.934 -2.703
H -6.372 7.778 7.954
C -3.433 -2.725 -6.550
F -8.055 6.006 7.095
H 3.362 -1.821 1.755
C -5.744 -3.266 -6.975
H 8.272 0.141 -1.579
C 0.138 -3.744 -2.190
H 0.726 -4.725 -2.198
H -3.093 -2.644 -0.010
C -7.645 1.555 5.166
```

Properties
- LUMO (eV) = -0.9
- SMILES = C#Cc1c([C@@H](C)F)cc2c(c1CCCCCCCCC)C(=O)NC2=O.Fc1ccccc1.Fc1ccccc1.Fc1ccccc1.Fc1ccccc1.Fc1ccccc1.Fc1ccccc1
- E_HOMO (eV) = -9.15
- Kohn-Sham gap (eV) = 8.227

These are the Löwdin partial charges, in e, on atoms 1 to 99: atom 1 (C): -0.020, atom 2 (C): -0.055, atom 3 (C): -0.289, atom 4 (O): 0.087, atom 5 (F): 0.049, atom 6 (C): -0.269, atom 7 (C): -0.285, atom 8 (C): 0.077, atom 9 (H): 0.097, atom 10 (C): -0.091, atom 11 (C): -0.016, atom 12 (C): -0.014, atom 13 (C): -0.019, atom 14 (C): -0.247, atom 15 (H): 0.089, atom 16 (H): 0.103, atom 17 (C): -0.069, atom 18 (H): 0.106, atom 19 (C): -0.033, atom 20 (C): -0.081, atom 21 (C): -0.096, atom 22 (H): 0.156, atom 23 (C): -0.082, atom 24 (F): 0.040, atom 25 (C): -0.353, atom 26 (H): 0.102, atom 27 (C): -0.020, atom 28 (H): 0.103, atom 29 (H): 0.067, atom 30 (H): 0.101, atom 31 (C): -0.288, atom 32 (H): 0.104, atom 33 (H): 0.072, atom 34 (C): -0.200, atom 35 (C): -0.082, atom 36 (H): 0.072, atom 37 (H): 0.078, atom 38 (C): -0.189, atom 39 (C): -0.021, atom 40 (C): -0.018, atom 41 (C): -0.079, atom 42 (H): 0.104, atom 43 (H): 0.084, atom 44 (C): -0.063, atom 45 (C): -0.025, atom 46 (C): -0.078, atom 47 (C): -0.118, atom 48 (C): -0.289, atom 49 (H): 0.079, atom 50 (O): 0.108, atom 51 (F): 0.045, atom 52 (H): 0.108, atom 53 (C): -0.090, atom 54 (C): -0.081, atom 55 (H): 0.092, atom 56 (C): 0.104, atom 57 (H): 0.092, atom 58 (C): -0.014, atom 59 (C): -0.025, atom 60 (H): 0.135, atom 61 (H): 0.111, atom 62 (C): -0.075, atom 63 (C): -0.023, atom 64 (C): -0.178, atom 65 (H): 0.104, atom 66 (C): -0.081, atom 67 (C): -0.096, atom 68 (H): 0.073, atom 69 (H): 0.053, atom 70 (H): 0.099, atom 71 (H): 0.117, atom 72 (C): -0.017, atom 73 (H): 0.106, atom 74 (C): -0.199, atom 75 (F): 0.058, atom 76 (H): 0.116, atom 77 (C): -0.195, atom 78 (H): 0.115, atom 79 (C): -0.094, atom 80 (C): -0.097, atom 81 (H): 0.109, atom 82 (C): -0.289, atom 83 (H): 0.101, atom 84 (C): -0.359, atom 85 (C): -0.082, atom 86 (H): 0.102, atom 87 (H): 0.117, atom 88 (H): 0.105, atom 89 (H): 0.117, atom 90 (F): -0.051, atom 91 (H): 0.105, atom 92 (H): 0.101, atom 93 (C): -0.221, atom 94 (C): -0.287, atom 95 (H): 0.104, atom 96 (H): 0.098, atom 97 (H): 0.118, atom 98 (C): -0.098, atom 99 (H): 0.096



| no. | F_max (eV Å⁻¹) |
| --- | --- |
| 1 | 1.99 |
| 2 | 4.38 |
| 3 | 3.36 |